No. 1
71
Properties=species:S:1:pos:R:3:forces:R:3:mulliken_charge:R:1 method="wB97M-V/def2-TZVPD" total_charge=-2 lumo_ev=3.86 fmax_ev_per_a=0.80 orbital_gap_ev=6.56 relative_energy_kcal_mol=17.3 homo_energy_ha=-0.099 energy_ha=-5124.1233
Na -0.071034 0.588083 1.033700 -0.3224 -0.4282 -0.5932 0.611
O -0.110643 -3.320973 -2.612058 0.0185 0.0003 -0.0275 -0.911
C 0.029707 -2.229405 -1.997831 -0.0277 0.0226 0.0048 -0.228
N -0.392538 -1.896252 -0.803796 0.1128 -0.0064 -0.0175 0.362
C -1.117431 -2.949697 -0.158241 0.0193 -0.0779 0.0971 -1.550
C -1.639150 -2.554908 1.205553 0.0204 -0.0456 -0.0804 0.629
C -2.262326 -3.512748 2.012759 0.0481 -0.0089 -0.0443 -0.744
C -2.748320 -3.151816 3.252668 0.0088 0.0832 -0.0075 -0.445
C -2.613066 -1.831488 3.668538 -0.1568 -0.1204 -0.0255 -0.831
C -1.987903 -0.949219 2.809234 -0.0198 -0.0067 -0.1309 -0.682
N -1.505740 -1.297730 1.610222 -0.1246 0.1896 0.2756 0.268
C 0.749767 -1.113128 -2.750251 -0.0138 0.0306 0.0551 0.493
C 1.344263 -1.413477 -3.976405 -0.0106 -0.0208 0.0097 -0.647
C 1.954987 -0.403956 -4.696358 -0.0065 -0.0135 -0.0012 -0.336
C 1.945510 0.885535 -4.181025 0.0055 0.0151 0.0260 -0.940
C 1.331398 1.088574 -2.954125 -0.0195 -0.0110 -0.0113 -0.575
N 0.755604 0.122617 -2.246920 -0.0096 -0.0184 -0.0190 0.390
H -0.508802 -3.860288 -0.036967 0.0026 0.0135 0.0039 0.478
H -1.974639 -3.291709 -0.762670 -0.0264 0.0427 -0.0140 0.352
H -2.340991 -4.532164 1.653197 0.0007 -0.0087 0.0079 0.465
H -3.216475 -3.887496 3.896590 -0.0057 -0.0045 -0.0033 0.361
H -2.958381 -1.492895 4.636410 0.0341 -0.0255 -0.0484 0.533
H -1.840656 0.088007 3.100412 -0.0401 -0.0682 -0.0297 0.669
H 1.286992 -2.438558 -4.316040 0.0185 0.0192 -0.0200 0.506
H 2.425177 -0.612746 -5.651205 0.0038 -0.0020 -0.0012 0.385
H 2.399401 1.716167 -4.707750 -0.0032 -0.0131 -0.0129 0.402
H 1.295619 2.082489 -2.515010 0.0013 -0.0210 0.0027 0.658
O -2.207856 4.250796 1.868948 0.0616 -0.0089 -0.0042 -0.806
C -1.662605 3.306953 1.273240 0.0292 0.0723 -0.1408 0.063
O -0.675439 2.611621 1.605607 -0.1096 0.2056 0.2227 -0.487
C -2.270911 2.969881 -0.105687 -0.0285 0.0073 -0.0694 0.441
C -2.977287 3.988704 -0.807767 -0.0044 -0.0184 0.0584 -0.700
C -3.477268 3.726508 -2.043879 0.0144 -0.0291 0.0179 -0.808
C -3.314134 2.430811 -2.598135 0.0032 0.0169 0.0082 1.154
C -3.803160 2.051823 -3.870842 -0.0074 0.0017 -0.0123 -0.748
C -3.609749 0.780046 -4.335933 -0.0043 0.0003 0.0038 -0.596
C -2.923260 -0.173059 -3.549247 0.0208 0.0030 0.0312 -0.301
C -2.442780 0.163920 -2.313938 -0.0351 0.0608 -0.0230 -0.332
C -2.623394 1.478472 -1.818959 -0.0118 -0.1135 0.0274 -0.642
N -2.101777 1.769385 -0.592809 0.1184 0.0854 0.0987 0.117
H -3.084704 4.943916 -0.313093 -0.0135 0.0014 -0.0233 0.483
H -4.003069 4.487583 -2.612333 -0.0080 -0.0009 -0.0130 0.354
H -4.331496 2.787071 -4.470135 0.0034 -0.0034 0.0077 0.336
H -3.983529 0.498428 -5.313884 0.0041 0.0051 -0.0032 0.354
H -2.760428 -1.174977 -3.929430 -0.0083 0.0133 0.0007 0.484
H -1.886938 -0.531471 -1.691058 -0.0185 0.0207 -0.0239 0.650
Cl 4.882187 -3.371624 1.612440 -0.0417 -0.0071 0.0137 -0.239
C 3.120318 -3.466057 1.953716 0.1071 -0.0027 0.0164 -0.179
Cl 2.143265 -2.814703 0.654989 -0.0121 0.0112 -0.0426 -0.011
H 2.921798 -2.881748 2.844299 0.0277 0.0376 -0.0140 -0.012
H 2.889130 -4.513681 2.096616 -0.0332 -0.0286 -0.0143 0.396
C 3.537059 2.860445 -0.779214 0.0183 -0.0295 0.0695 -1.316
As 2.561494 1.677993 0.463805 0.1352 0.0244 0.0546 0.819
C 2.732844 2.800658 2.056173 0.0133 0.0302 -0.0472 -1.085
C 4.041876 0.449212 0.831485 -0.0331 0.0104 -0.0022 -1.177
H 4.447615 3.236256 -0.307840 0.0125 0.0072 -0.0166 0.428
H 2.902109 3.701906 -1.058564 0.0005 0.0033 0.0010 0.338
H 3.797914 2.303492 -1.679810 -0.0099 0.0047 -0.0015 0.359
H 3.774352 3.082327 2.226800 -0.0018 0.0203 0.0221 0.405
H 2.339851 2.248810 2.909055 0.0154 -0.0109 -0.0251 0.202
H 2.111931 3.685155 1.916112 0.0076 0.0035 0.0332 0.326
H 4.973266 0.990025 1.011891 0.0086 -0.0064 0.0128 0.453
H 4.163503 -0.234257 -0.008753 0.0247 0.0031 0.0020 0.316
H 3.775554 -0.140257 1.708948 0.0043 0.0094 0.0001 0.227
O 1.154154 -0.037856 2.925282 -0.0669 -0.0961 0.1967 -0.499
N 1.433652 -1.139402 3.450789 0.1344 0.0360 0.0702 -0.014
C 0.803526 -1.474614 4.582674 -0.0550 0.1222 -0.2108 0.905
C 1.142437 -2.735238 5.144222 -0.0203 -0.0990 0.0534 -0.085
N 1.417486 -3.759385 5.600905 0.0062 0.0358 -0.0013 -0.647
C -0.184310 -0.659076 5.211117 0.1466 0.1234 0.1828 0.068
N -0.973532 -0.005640 5.739588 0.0985 -0.0381 0.0885 -0.669

No. 2
68
Properties=species:S:1:pos:R:3:forces:R:3:nbo_charge:R:1 method="wB97M-V/def2-TZVPD" multiplicity=2 lumo_ev="-0.89 / -1.00" fmax_ev_per_a=4.42 orbital_gap_ev="5.55 / 5.40" relative_energy_kcal_mol=5.8 homo_energy_ha="-0.236 / -0.235" energy_ha=-7729.2035
Ru 2.127393 -1.330699 0.162970 -3.6843 2.2994 -0.8235 0.585
C -3.391634 4.275806 -0.739903 0.0526 -0.0063 -0.0290 -0.250
O -2.773135 3.119205 -0.202663 0.1094 0.2168 -0.0979 -0.505
C -3.536843 2.296072 0.557823 -0.0748 -0.1455 -0.0114 0.264
C -4.886580 2.470479 0.788015 -0.1988 0.0121 0.0401 -0.282
C -5.576611 1.566060 1.593858 0.0450 -0.0230 0.0312 -0.213
C -4.903648 0.512874 2.179012 -0.0305 -0.0495 -0.0167 -0.222
C -3.537024 0.344160 1.965501 -0.0432 0.0372 0.0660 -0.265
C -2.845520 1.213353 1.133730 0.1066 -0.0591 0.1696 0.170
N -1.463398 1.168684 0.895517 -0.1499 0.1791 -0.0751 -0.631
C -0.594699 0.105820 0.877735 -0.1457 0.0320 -0.1875 0.671
N -1.181532 -1.097518 0.849565 -0.0602 -0.0089 -0.0681 -0.576
C -0.649634 -2.398145 0.739682 -0.1306 -0.0205 -0.0185 0.015
C 0.651436 -2.695817 0.412077 1.6427 -0.2440 0.1137 -0.060
C 1.015316 -4.043635 0.294975 -0.4200 -0.1934 0.0712 -0.259
C 0.096754 -5.056716 0.488895 0.1292 0.0431 -0.0676 -0.197
C -1.224154 -4.749827 0.806006 -0.1003 -0.1290 0.0458 -0.341
C -1.590091 -3.426857 0.930618 0.0729 0.0003 -0.0123 0.348
O -2.855976 -3.000767 1.233026 -0.1968 -0.0274 0.0398 -0.534
C -3.867165 -3.988429 1.339496 0.0040 0.1393 0.0191 -0.249
N 0.694993 0.291201 0.827440 1.1865 -1.0405 -0.1142 -0.563
C 1.276336 1.550887 1.116843 -0.4051 0.0526 0.3767 0.174
C 0.768335 2.442997 2.064305 0.1413 -0.0316 0.0364 -0.243
C 1.356571 3.683618 2.284783 -0.1006 0.0053 0.0166 -0.236
C 2.489716 4.044778 1.581327 0.0419 -0.0305 0.0307 -0.205
C 3.076942 3.130483 0.715546 0.0392 0.1499 0.0402 -0.280
C 2.486617 1.895577 0.507445 -0.1650 0.1116 0.0675 0.269
O 3.018163 0.939793 -0.285835 0.8583 -0.3720 -0.3738 -0.520
C 4.362241 1.122539 -0.726188 -0.0835 0.0688 -0.1398 -0.255
H -4.169564 4.010032 -1.458369 -0.0216 -0.0278 0.0094 0.181
H -2.607734 4.825216 -1.249128 0.0492 0.0214 -0.0349 0.206
H -3.817327 4.900334 0.048096 -0.0036 -0.0117 0.0275 0.180
H -5.417113 3.305101 0.347097 0.0601 -0.0830 0.0196 0.222
H -6.635436 1.702767 1.771281 0.0226 0.0098 -0.0353 0.216
H -5.432324 -0.186785 2.814881 0.0483 0.0462 -0.0020 0.217
H -3.014397 -0.452565 2.478875 -0.0222 0.0182 -0.0382 0.233
H -1.089313 2.025434 0.519046 0.0650 0.0295 -0.0188 0.435
H -2.184938 -1.079305 0.757995 -0.0425 -0.0221 -0.0365 0.429
H 2.033482 -4.296689 0.039878 0.1221 0.0209 -0.0196 0.213
H 0.395488 -6.094170 0.392136 -0.0168 0.0361 0.0026 0.209
H -1.944937 -5.542102 0.959157 0.0448 0.0520 -0.0250 0.216
H -3.982902 -4.539190 0.404151 0.0280 -0.0139 -0.0244 0.182
H -4.787148 -3.452847 1.559491 -0.0038 -0.0012 -0.0069 0.197
H -3.654479 -4.687399 2.150631 0.0223 -0.0087 0.0144 0.179
H -0.082466 2.146501 2.660444 -0.0556 0.0501 -0.0438 0.222
H 0.924361 4.362240 3.011330 0.0146 -0.0766 -0.0368 0.216
H 2.940799 5.019732 1.721202 0.0022 -0.0673 0.0184 0.215
H 3.995870 3.391595 0.209289 -0.0525 -0.0353 0.0091 0.222
H 4.622239 0.229692 -1.280006 -0.0103 -0.1141 -0.0439 0.220
H 5.036544 1.243880 0.123807 -0.0153 0.0264 0.0539 0.182
H 4.443653 1.983083 -1.391594 -0.0330 0.0442 0.0124 0.184
Br 2.860668 -1.372694 2.526865 1.4312 -0.3958 -0.4904 -0.157
C 5.155598 -2.112913 1.819769 -0.8181 -0.1041 -0.2165 -0.490
Br 4.821285 -2.456751 0.019795 0.2904 -0.0159 0.7302 0.217
H 5.334342 -3.000880 2.406948 -0.0599 0.0588 0.0397 0.212
H 5.757879 -1.234398 1.996713 -0.1128 0.0161 0.0393 0.207
Cl 4.434355 -1.652860 -3.320312 0.1070 -0.0092 -0.0306 -0.006
C 2.984188 -0.832026 -3.803926 -0.3150 -0.0821 0.2727 -0.060
C 2.920641 -0.278591 -5.062697 0.0784 -0.0205 -0.1238 -0.238
C 1.753988 0.336154 -5.493722 -0.0318 0.0836 -0.0549 -0.224
C 0.659361 0.403597 -4.642894 -0.0344 0.0091 -0.0511 -0.233
C 0.734406 -0.129443 -3.373536 0.3615 -0.1479 0.1635 -0.066
Cl -0.654701 -0.032338 -2.349398 -0.1226 0.0198 0.1001 -0.001
C 1.902405 -0.782397 -2.872037 -0.2154 0.1781 -0.1210 0.133
N 2.003002 -1.340195 -1.661314 0.7873 -0.3812 0.6428 -0.547
H 3.782811 -0.339997 -5.714969 -0.0237 -0.0300 0.0498 0.226
H 1.698194 0.756966 -6.490565 -0.0023 -0.0258 0.0818 0.217
H -0.263954 0.868211 -4.966042 0.0380 -0.0123 0.0379 0.225

No. 3
70
Properties=species:S:1:pos:R:3:forces:R:3:nbo_charge:R:1 method="wB97M-V/def2-TZVPD" total_charge=+2 lumo_ev=-6.60 fmax_ev_per_a=0.23 orbital_gap_ev=7.42 relative_energy_kcal_mol=0.0 homo_energy_ha=-0.515 energy_ha=-7852.8137
Pt -0.474229 -0.538299 0.268140 -0.1498 -0.1742 0.0399 0.588
N -0.123125 0.445169 3.158026 0.0887 0.1085 -0.0497 -0.631
N 1.192128 0.909914 3.224500 -0.0074 -0.0370 0.0522 -0.376
C 1.882974 1.221054 2.149485 0.0397 0.0693 0.0477 0.377
N 3.132121 1.636418 2.236582 -0.0312 -0.0109 0.0058 -0.718
S 1.218657 1.202676 0.492620 -0.0481 -0.0348 -0.1314 0.108
H -0.776357 1.217481 3.257868 -0.0252 -0.0267 0.0037 0.399
H -0.269186 -0.247530 3.882024 -0.0177 -0.0311 -0.0325 0.394
H 1.610781 1.071788 4.135088 -0.0034 0.0278 -0.0033 0.407
H 3.620341 1.727026 3.117288 0.0015 0.0156 0.0040 0.429
H 3.605642 1.954795 1.404105 0.0205 -0.0030 -0.0025 0.449
O -3.297189 2.535848 -0.107476 -0.0585 -0.0541 0.0706 -0.919
S -2.798222 1.217836 -0.332896 -0.0846 0.0681 -0.0858 2.389
O -1.849595 0.846905 0.832594 0.0804 0.0065 -0.0408 -0.989
O -2.158759 0.915614 -1.591515 0.0178 0.0277 0.0999 -0.965
C -4.108156 0.043800 -0.142988 0.0433 -0.0608 -0.0307 -0.237
C -5.411846 0.497230 -0.236929 -0.0048 0.0202 -0.0140 -0.189
C -6.458710 -0.415065 -0.213113 0.0023 -0.0190 -0.0018 -0.160
C -6.198210 -1.772541 -0.108944 0.0077 0.0115 0.0006 -0.182
C -4.889690 -2.223166 -0.006420 -0.0108 0.0064 0.0053 -0.173
C -3.829291 -1.320474 -0.012278 0.0019 0.0866 0.0137 -0.424
P -2.179231 -2.039253 0.189795 0.0723 0.0140 0.0213 1.215
C -2.040252 -3.230907 -1.151839 -0.0061 0.0125 -0.0348 -0.439
C -1.780633 -4.587143 -0.984606 -0.0009 0.0034 0.0108 -0.139
C -1.661605 -5.404930 -2.101680 -0.0087 -0.0049 0.0008 -0.215
C -1.813018 -4.875212 -3.374298 -0.0041 0.0022 0.0033 -0.172
C -2.094891 -3.523273 -3.541557 0.0061 -0.0030 0.0043 -0.189
C -2.206337 -2.699247 -2.435260 0.0296 0.0114 0.0003 -0.206
C -2.173710 -2.848187 1.807042 0.0137 -0.0282 -0.0158 -0.421
C -3.133379 -2.528355 2.765029 0.0066 0.0021 -0.0029 -0.125
C -3.052641 -3.077306 4.038289 0.0001 -0.0024 0.0017 -0.216
C -2.019623 -3.943630 4.362290 -0.0050 0.0014 -0.0004 -0.177
C -1.053553 -4.258612 3.413598 0.0025 -0.0009 -0.0031 -0.195
C -1.123381 -3.706411 2.145645 -0.0132 -0.0018 0.0002 -0.216
H -5.596047 1.558444 -0.335204 0.0012 -0.0011 0.0014 0.260
H -7.478064 -0.061653 -0.287405 -0.0003 -0.0015 -0.0006 0.243
H -7.011309 -2.485478 -0.106872 -0.0018 0.0019 0.0006 0.242
H -4.695700 -3.286404 0.079512 -0.0029 0.0000 0.0027 0.232
H -1.697143 -5.019381 0.003080 -0.0013 -0.0050 -0.0113 0.220
H -1.468986 -6.461634 -1.973191 -0.0003 0.0010 0.0008 0.236
H -1.730848 -5.519931 -4.239241 0.0013 0.0017 -0.0001 0.238
H -2.237998 -3.115673 -4.533511 0.0007 0.0001 0.0029 0.237
H -2.431049 -1.643882 -2.562374 0.0089 -0.0020 -0.0046 0.245
H -3.947212 -1.857730 2.523891 -0.0025 0.0021 0.0009 0.226
H -3.808726 -2.835005 4.773068 0.0002 0.0011 -0.0010 0.238
H -1.970325 -4.381983 5.350118 -0.0001 0.0006 -0.0010 0.238
H -0.253951 -4.944650 3.660685 0.0005 0.0020 -0.0009 0.231
H -0.367428 -3.960299 1.413068 0.0036 0.0004 0.0116 0.215
Se 0.028432 3.098437 0.576676 0.0901 -0.0095 -0.0596 0.459
C 1.543240 4.229228 0.236856 0.0335 0.0958 0.1787 -0.241
C 2.052329 4.376472 -1.043866 -0.0116 -0.0394 -0.0444 -0.259
C 3.135680 5.231634 -1.214348 -0.0233 -0.0347 0.0480 0.056
N 3.695927 5.907431 -0.215636 0.0035 0.0150 0.0270 -0.360
C 3.181135 5.778401 1.003140 0.0152 0.0148 -0.0789 0.046
C 2.102040 4.949737 1.286935 -0.0824 -0.0288 -0.0214 -0.276
H 1.620161 3.853037 -1.886145 0.0040 0.0171 -0.0212 0.242
H 3.565290 5.381098 -2.197721 0.0002 -0.0069 0.0009 0.221
H 3.647012 6.364302 1.787211 -0.0095 -0.0061 -0.0003 0.218
H 1.691838 4.897877 2.287709 0.0407 -0.0161 -0.0032 0.232
Br 3.766646 -5.054550 -2.197751 -0.0069 0.0095 0.0051 0.187
C 2.615552 -3.767635 -1.491048 0.0123 -0.0149 -0.0048 -0.022
C 1.806572 -3.011832 -2.326187 0.0030 -0.0030 -0.0159 -0.265
C 0.955569 -2.084756 -1.763073 0.0105 0.0170 0.0057 0.080
N 0.881138 -1.889067 -0.436462 0.0167 -0.0075 0.0255 -0.470
C 1.682607 -2.608591 0.365704 -0.0253 -0.0129 0.0119 0.041
C 2.559578 -3.553325 -0.118620 0.0035 0.0068 0.0162 -0.264
H 1.829422 -3.141618 -3.398372 -0.0072 0.0053 -0.0003 0.265
H 0.306029 -1.475978 -2.375293 -0.0300 -0.0036 -0.0077 0.244
H 1.588494 -2.423033 1.427306 0.0024 -0.0019 -0.0004 0.222
H 3.181772 -4.116820 0.561455 -0.0017 0.0007 0.0011 0.259